Entry 1:
The following is a quantum chemistry calculation of a 10-piece molecular cluster, C27H74O10 overall, from the Open Molecules 2025 dataset.

Geometry (Å):
C  4.331  1.486  -1.366
C  3.907  2.002  -2.716
C  3.957  0.928  -3.803
O  2.582  2.547  -2.572
H  3.755  0.606  -1.070
H  4.222  2.253  -0.601
H  5.366  1.138  -1.404
H  4.563  2.821  -3.035
H  3.287  1.149  -4.634
H  3.690  -0.071  -3.447
H  4.990  0.858  -4.151
H  2.299  2.890  -3.426
C  -2.781  0.319  2.275
C  -2.544  -0.844  3.219
C  -1.125  -1.396  3.032
O  -2.733  -0.455  4.579
H  -3.623  0.908  2.634
H  -2.938  -0.032  1.255
H  -1.881  0.936  2.219
H  -3.246  -1.659  2.989
H  -1.027  -1.849  2.042
H  -0.894  -2.159  3.777
H  -0.408  -0.578  3.099
H  -2.722  -1.246  5.123
C  3.773  5.666  3.986
C  3.347  4.692  2.904
C  3.103  3.299  3.466
O  2.138  5.141  2.287
H  4.716  5.375  4.454
H  3.005  5.752  4.756
H  3.978  6.663  3.581
H  4.151  4.616  2.160
H  3.960  3.013  4.075
H  3.010  2.564  2.667
H  2.180  3.317  4.046
H  2.297  6.048  2.002
C  -3.023  -2.935  0.138
C  -2.212  -4.203  0.007
C  -3.043  -5.473  -0.079
O  -1.317  -4.097  -1.100
H  -2.367  -2.088  0.338
H  -3.612  -2.998  1.066
H  -3.772  -2.720  -0.623
H  -1.565  -4.273  0.889
H  -3.636  -5.617  0.830
H  -2.392  -6.339  -0.182
H  -3.747  -5.423  -0.911
H  -1.757  -3.604  -1.813
C  0.288  -0.106  -1.083
C  -0.029  1.184  -0.341
C  0.973  1.359  0.805
O  0.050  2.319  -1.193
H  0.171  -0.972  -0.428
H  1.303  -0.024  -1.479
H  -0.388  -0.282  -1.923
H  -1.027  1.208  0.097
H  2.001  1.346  0.431
H  0.856  0.565  1.547
H  0.816  2.330  1.275
H  0.974  2.451  -1.456
C  1.960  -3.811  0.118
C  2.806  -3.472  1.328
O  2.458  -2.213  1.851
C  3.135  -1.985  3.070
C  2.848  -0.591  3.571
H  0.913  -3.990  0.362
H  2.003  -2.996  -0.605
H  2.328  -4.721  -0.357
H  2.704  -4.267  2.079
H  3.859  -3.463  1.008
H  2.801  -2.724  3.811
H  4.212  -2.117  2.908
H  3.196  0.146  2.844
H  3.338  -0.400  4.527
H  1.782  -0.409  3.715
C  -0.144  0.728  -4.527
C  0.589  -0.521  -4.962
O  -0.327  -1.503  -5.479
H  -0.997  0.517  -3.878
H  -0.581  1.223  -5.398
H  0.477  1.412  -3.948
H  1.173  -0.983  -4.166
H  1.310  -0.276  -5.751
H  -0.515  -1.284  -6.395
C  -0.952  4.717  4.309
C  -1.117  3.756  3.147
O  -0.600  4.320  1.934
H  0.104  4.968  4.436
H  -1.303  4.234  5.226
H  -1.484  5.656  4.160
H  -2.166  3.575  2.918
H  -0.578  2.831  3.381
H  0.353  4.433  2.073
C  -3.790  0.960  -2.724
C  -4.684  -0.187  -2.323
O  -5.287  0.083  -1.051
H  -4.397  1.856  -2.860
H  -3.353  0.716  -3.692
H  -3.057  1.123  -1.937
H  -4.139  -1.140  -2.276
H  -5.511  -0.376  -3.023
H  -5.953  -0.581  -0.859
C  -3.743  -4.215  -3.633
C  -2.876  -3.203  -4.345
O  -1.944  -2.607  -3.444
H  -4.525  -4.541  -4.321
H  -4.165  -3.756  -2.741
H  -3.182  -5.112  -3.368
H  -3.517  -2.427  -4.782
H  -2.304  -3.661  -5.160
H  -1.389  -2.026  -3.987

Properties
E_LUMO	0.52	eV
SMILES	CC(C)O.CC(C)O.CC(C)O.CC(C)O.CC(C)O.CCOCC.CCO.CCO.CCO.CCO
frontier orbital gap	9.725	eV
HOMO level	-9.206	eV
ΔE to the lowest compared entry with this formula, charge and spin	187.2	kJ/mol
total charge	0

Entry 2:
The following is a quantum chemistry calculation of C27H76GaNO26P7 as an isolated structure, from the Open Molecules 2025 dataset.

Geometry (Å):
C  -0.408  4.973  -4.882
C  0.293  4.120  -5.939
C  0.787  4.938  -7.129
C  1.352  4.095  -8.278
C  2.469  3.114  -7.855
C  2.148  1.604  -7.992
Ga  1.464  0.595  -6.401
P  0.897  -1.609  -7.178
O  1.915  -2.322  -8.039
N  2.851  0.321  -5.011
C  4.116  0.986  -5.337
C  2.372  0.697  -3.776
C  1.371  -0.274  -3.174
O  2.688  1.730  -3.172
H  -1.181  5.603  -5.327
H  0.304  5.558  -4.300
H  -0.930  4.300  -4.198
H  -0.418  3.384  -6.315
H  1.113  3.594  -5.452
H  1.573  5.619  -6.785
H  -0.060  5.537  -7.476
H  1.815  4.823  -8.951
H  0.556  3.607  -8.843
H  3.317  3.314  -8.517
H  2.803  3.398  -6.855
H  3.042  1.103  -8.370
H  1.396  1.504  -8.780
H  0.139  1.152  -5.716
H  0.596  -2.399  -6.025
H  -0.383  -1.570  -7.812
H  4.683  0.366  -6.031
H  4.709  1.090  -4.425
H  4.012  1.997  -5.740
H  0.465  -0.352  -3.773
H  1.849  -1.255  -3.142
H  1.129  -0.013  -2.148
C  -0.938  9.894  -0.041
O  -2.281  9.404  -0.134
P  -2.553  7.939  -0.711
O  -3.065  7.985  -2.082
O  -3.631  7.458  0.362
C  -4.789  8.249  0.611
O  -1.548  6.769  -0.411
C  -0.411  6.592  -1.290
H  -0.988  10.906  0.353
H  -0.343  9.280  0.637
H  -0.466  9.919  -1.025
H  -5.195  8.658  -0.315
H  -4.547  9.053  1.307
H  -5.537  7.605  1.066
H  0.086  7.544  -1.480
H  -0.740  6.152  -2.228
H  0.282  5.922  -0.791
C  -8.945  8.856  7.329
O  -7.749  8.695  6.553
P  -7.263  9.841  5.537
O  -7.575  9.395  4.173
O  -5.718  9.813  5.932
C  -5.018  8.572  6.005
O  -7.339  11.421  5.633
C  -8.527  12.068  5.136
H  -9.075  7.949  7.913
H  -8.862  9.705  8.010
H  -9.812  8.986  6.678
H  -5.308  7.910  5.188
H  -5.202  8.087  6.963
H  -3.959  8.803  5.920
H  -9.435  11.585  5.495
H  -8.515  12.059  4.048
H  -8.502  13.092  5.499
C  1.075  -5.704  1.615
O  -0.030  -4.896  1.179
P  -0.179  -4.594  -0.428
O  0.196  -3.175  -0.572
O  -1.777  -4.861  -0.343
C  -2.557  -4.375  0.736
O  -0.233  -5.132  -1.948
C  0.947  -4.866  -2.732
H  1.034  -5.766  2.700
H  1.018  -6.714  1.205
H  2.023  -5.243  1.325
H  -2.258  -3.366  1.022
H  -2.485  -5.043  1.593
H  -3.594  -4.350  0.406
H  1.852  -5.198  -2.224
H  1.013  -3.800  -2.935
H  0.849  -5.410  -3.668
C  -5.476  -8.248  5.513
O  -5.714  -6.862  5.799
P  -4.654  -5.759  5.350
O  -3.858  -5.268  6.476
O  -5.663  -4.663  4.778
C  -6.729  -4.187  5.591
O  -3.863  -5.911  3.996
C  -2.638  -6.677  4.036
H  -6.308  -8.811  5.925
H  -5.430  -8.421  4.437
H  -4.550  -8.586  5.983
H  -6.403  -4.040  6.621
H  -7.569  -4.883  5.561
H  -7.043  -3.233  5.176
H  -2.786  -7.620  4.564
H  -1.852  -6.102  4.521
H  -2.346  -6.885  3.011
C  7.162  -7.696  2.151
O  6.390  -8.464  3.093
P  5.178  -7.781  3.914
O  5.703  -7.638  5.286
O  4.121  -8.965  3.722
C  4.524  -10.319  3.892
O  4.091  -6.649  3.703
C  4.483  -5.287  4.000
H  7.926  -8.355  1.748
H  6.541  -7.334  1.332
H  7.643  -6.850  2.645
H  5.200  -10.421  4.741
H  5.004  -10.693  2.987
H  3.620  -10.894  4.080
H  5.447  -5.037  3.560
H  4.522  -5.156  5.078
H  3.722  -4.642  3.570
C  7.657  -3.106  -2.702
O  6.978  -4.070  -1.877
P  5.950  -3.589  -0.748
O  6.628  -3.761  0.552
O  4.786  -4.642  -1.009
C  5.094  -6.018  -1.141
O  4.982  -2.352  -0.683
C  5.487  -1.079  -0.226
H  8.312  -3.659  -3.370
H  6.949  -2.531  -3.299
H  8.259  -2.434  -2.088
H  5.866  -6.324  -0.434
H  5.410  -6.245  -2.160
H  4.183  -6.577  -0.934
H  6.430  -0.823  -0.707
H  5.620  -1.114  0.852
H  4.740  -0.336  -0.489

Properties
E_LUMO	1.32	eV
frontier orbital gap	6.040	eV
HOMO level	-4.724	eV
ΔE to the lowest compared entry with this formula, charge and spin	0.0	kJ/mol
total charge	-1

Entry 3:
The following is a quantum chemistry calculation of a 11-piece molecular cluster, C27H76N2O11 overall, from the Open Molecules 2025 dataset.

Geometry (Å):
N  -2.499  0.692  3.515
C  -2.505  0.047  4.708
N  -3.738  -0.395  5.093
O  -1.502  -0.132  5.408
H  -3.346  1.067  3.115
H  -1.690  1.260  3.231
H  -4.497  -0.496  4.446
H  -3.786  -1.008  5.889
C  1.665  1.012  -4.247
C  1.790  -0.490  -4.410
C  3.169  -1.060  -4.118
O  0.844  -1.114  -3.521
H  2.572  1.550  -4.542
H  1.391  1.328  -3.244
H  0.973  1.382  -5.008
H  1.541  -0.769  -5.443
H  3.154  -2.108  -3.822
H  3.516  -0.511  -3.233
H  3.870  -0.911  -4.939
H  1.062  -2.063  -3.523
C  -4.588  -1.434  -2.885
C  -3.490  -2.513  -2.789
C  -2.595  -2.280  -1.580
O  -4.088  -3.801  -2.645
H  -5.261  -1.542  -3.733
H  -3.955  -0.549  -2.975
H  -5.174  -1.427  -1.967
H  -2.822  -2.451  -3.656
H  -1.785  -3.009  -1.546
H  -3.128  -2.395  -0.634
H  -2.192  -1.271  -1.651
H  -4.493  -4.070  -3.474
C  6.099  0.738  -1.306
C  5.007  1.359  -0.447
C  5.509  2.416  0.541
O  3.939  1.890  -1.233
H  6.770  1.450  -1.794
H  5.661  0.166  -2.125
H  6.709  0.085  -0.679
H  4.524  0.551  0.105
H  6.122  1.934  1.300
H  4.658  2.923  1.002
H  6.020  3.237  0.031
H  4.247  2.670  -1.709
C  -6.704  2.216  0.725
C  -5.455  1.453  1.162
C  -4.380  1.393  0.079
O  -4.870  2.044  2.319
H  -6.477  3.173  0.251
H  -7.409  2.369  1.543
H  -7.255  1.606  0.005
H  -5.755  0.419  1.344
H  -4.686  0.955  -0.869
H  -3.546  0.780  0.441
H  -3.907  2.378  0.009
H  -4.846  2.997  2.175
C  -0.054  -2.874  2.533
C  0.744  -2.444  3.791
C  1.257  -1.036  3.634
O  -0.200  -2.462  4.872
H  0.614  -2.726  1.675
H  -0.963  -2.283  2.452
H  -0.326  -3.930  2.549
H  1.536  -3.153  4.039
H  0.505  -0.256  3.482
H  1.884  -0.974  2.738
H  1.814  -0.669  4.498
H  -0.443  -1.536  5.070
C  -1.632  4.013  3.113
C  -0.923  3.389  1.917
C  0.191  4.283  1.384
O  -0.334  2.168  2.369
H  -2.132  4.923  2.764
H  -0.969  4.208  3.952
H  -2.446  3.396  3.490
H  -1.580  3.208  1.054
H  1.006  3.757  0.889
H  0.668  4.870  2.179
H  -0.129  5.084  0.708
H  0.419  1.898  1.814
C  2.215  -4.137  -1.130
C  0.824  -4.022  -1.750
O  0.952  -3.915  -3.172
H  2.774  -5.008  -1.466
H  2.170  -4.046  -0.047
H  2.787  -3.289  -1.523
H  0.174  -3.245  -1.348
H  0.308  -4.964  -1.534
H  0.368  -4.550  -3.591
C  -0.389  -0.139  0.070
C  1.076  0.094  -0.231
O  1.570  1.288  0.400
H  -1.028  0.552  -0.491
H  -0.615  -0.046  1.128
H  -0.637  -1.126  -0.325
H  1.307  0.058  -1.297
H  1.608  -0.758  0.216
H  2.229  1.666  -0.200
C  -1.172  2.749  -3.012
C  -2.252  1.711  -2.829
O  -2.824  1.318  -4.068
H  -1.511  3.623  -3.568
H  -0.310  2.291  -3.504
H  -0.786  3.164  -2.075
H  -3.071  2.195  -2.290
H  -1.921  0.863  -2.226
H  -2.215  0.704  -4.496
C  4.216  -2.435  1.474
C  4.655  -1.172  2.187
O  5.101  -1.528  3.492
H  3.616  -2.307  0.575
H  3.569  -3.017  2.138
H  5.084  -3.076  1.313
H  3.875  -0.405  2.174
H  5.498  -0.713  1.655
H  5.860  -0.976  3.693

Properties
E_LUMO	0.35	eV
SMILES	NC(N)=O.CC(C)O.CC(C)O.CC(C)O.CC(C)O.CC(C)O.CC(C)O.CCO.CCO.CCO.CCO
frontier orbital gap	9.121	eV
HOMO level	-8.768	eV
ΔE to the lowest compared entry with this formula, charge and spin	19.6	kJ/mol
total charge	0

Entry 4:
The following is a quantum chemistry calculation of C27H76N3O13Ti2 as an isolated structure, from the Open Molecules 2025 dataset.

Geometry (Å):
Ti  -3.113  1.214  1.061
Ti  -0.017  1.938  1.635
C  -0.070  -1.387  -1.429
C  -1.060  -0.895  -0.355
C  -0.801  -1.634  0.962
O  -1.023  0.475  -0.181
H  -0.154  -0.844  -2.371
H  -0.237  -2.453  -1.578
H  0.984  -1.358  -1.151
H  -2.091  -1.132  -0.618
H  -1.612  -1.419  1.657
H  0.092  -1.260  1.463
H  -0.707  -2.715  0.865
C  -2.046  4.456  -0.337
O  -2.667  3.238  -0.460
C  -3.702  3.193  -1.423
C  -4.349  1.804  -1.659
N  -5.098  1.393  -0.466
C  -5.550  -0.010  -0.456
C  -5.742  -0.657  0.956
O  -4.469  -0.757  1.543
C  -4.393  -1.364  2.764
H  -2.542  5.230  0.248
H  -1.755  4.909  -1.285
H  -1.127  4.306  0.230
H  -3.312  3.379  -2.424
H  -4.462  3.936  -1.180
H  -3.520  1.132  -1.880
H  -5.003  1.850  -2.529
H  -5.983  1.877  -0.426
H  -4.999  -0.666  -1.129
H  -6.521  0.001  -0.951
H  -6.212  -1.635  0.850
H  -6.411  0.028  1.478
H  -4.700  -2.409  2.806
H  -4.956  -0.838  3.535
H  -3.346  -1.376  3.068
C  1.331  8.188  3.006
O  1.119  7.033  2.217
C  2.230  6.198  2.301
C  1.834  4.797  1.628
N  0.853  4.069  2.427
C  1.356  3.544  3.679
C  2.388  2.375  3.557
O  1.819  1.163  3.033
C  2.713  0.069  2.838
H  2.215  8.654  2.570
H  1.543  8.023  4.063
H  0.482  8.867  2.933
H  2.584  6.109  3.328
H  3.019  6.580  1.653
H  2.791  4.291  1.500
H  1.480  5.006  0.619
H  0.091  4.698  2.635
H  0.525  3.248  4.319
H  1.865  4.327  4.240
H  2.674  2.147  4.583
H  3.339  2.692  3.129
H  2.112  -0.774  2.496
H  3.363  -0.157  3.683
H  3.317  0.347  1.975
C  3.867  -3.915  1.951
O  4.023  -3.830  0.552
C  2.788  -3.430  -0.123
C  2.975  -3.591  -1.672
N  4.052  -2.761  -2.228
C  3.826  -1.362  -2.005
C  4.984  -0.549  -2.688
O  6.220  -0.772  -2.027
C  7.258  0.074  -2.520
H  3.856  -2.911  2.375
H  4.765  -4.378  2.362
H  2.965  -4.414  2.305
H  2.603  -2.385  0.128
H  1.972  -4.055  0.238
H  1.996  -3.460  -2.134
H  3.302  -4.589  -1.964
H  4.919  -2.866  -1.722
H  3.785  -1.040  -0.965
H  2.839  -1.155  -2.420
H  4.750  0.516  -2.670
H  5.055  -0.889  -3.721
H  7.281  -0.006  -3.607
H  8.213  -0.268  -2.123
H  7.162  1.137  -2.297
C  -3.488  -1.784  -3.782
O  -3.937  -3.133  -3.840
H  -4.300  -1.169  -3.392
H  -2.640  -1.589  -3.126
H  -3.372  -1.399  -4.795
H  -4.771  -3.152  -4.317
C  -0.244  2.325  -3.283
O  -1.318  1.514  -2.970
H  0.645  1.785  -3.608
H  -0.554  3.022  -4.061
H  0.009  2.850  -2.362
H  -1.213  1.146  -2.089
C  -3.796  -3.692  -0.340
O  -3.246  -4.339  -1.435
H  -4.307  -2.812  -0.730
H  -4.615  -4.234  0.134
H  -3.017  -3.457  0.385
H  -3.635  -3.987  -2.239
C  -0.468  -6.356  -2.322
O  -0.550  -5.547  -1.183
H  -1.311  -7.045  -2.379
H  -0.375  -5.816  -3.265
H  0.418  -6.988  -2.261
H  -1.428  -5.158  -1.196
C  2.534  1.991  -1.139
O  1.701  1.488  -0.159
H  2.269  3.013  -1.413
H  3.547  1.928  -0.743
H  2.401  1.396  -2.043
H  0.991  1.096  -0.672
C  -0.125  -3.914  3.561
O  -1.139  -3.316  4.319
H  0.520  -3.252  2.982
H  0.506  -4.468  4.255
H  -0.564  -4.718  2.971
H  -0.949  -2.376  4.265

Properties
E_LUMO (spin up / spin down)	-3.91 / -9.53	eV
⟨S²⟩	15.758
spin multiplicity	8
frontier orbital gap (spin up / spin down)	5.403 / 4.070	eV
HOMO level (spin up / spin down)	-9.315 / -13.603	eV
total charge	+2